ORCA calculation (ωB97M-V/def2-TZVPD) on a molecular structure, C5H10S in a non-equilibrium geometry.

The calculation puts the gap between HOMO and LUMO at 0.3320 Ha. The LUMO energy is 0.6 eV.

```
16
Properties=species:S:1:pos:R:3:forces:R:3
S -0.9385 -1.9072 -1.2608 -0.53 -0.59 1.41
C -0.2937 -1.1349 0.2220 -0.29 -0.53 0.76
C -0.2549 1.0747 1.2005 -4.23 1.25 6.76
C 0.6040 -2.3463 -1.9771 3.56 2.61 3.59
C 0.0889 2.4484 0.9400 3.75 4.68 -0.71
C -0.3827 0.2412 0.0972 -1.58 -5.26 -0.79
H -0.3949 2.5645 -0.2925 1.84 0.78 3.91
H -1.4526 1.4114 1.5577 2.43 -1.85 -0.86
H -0.2150 3.3631 1.8371 0.36 -2.96 -3.10
H 1.0936 -1.3120 -2.2668 -0.58 -2.66 -0.30
H 1.3723 2.5331 1.0524 -3.45 0.16 -1.22
H 1.3520 -2.9036 -1.2247 -1.62 1.55 -1.10
H -0.0150 -1.9823 1.2221 -0.52 3.35 -3.21
H 0.3866 -3.1327 -2.5674 -0.32 -1.88 -3.33
H -1.0618 0.5189 -0.7617 1.49 0.19 0.67
H 0.1117 0.5637 2.2222 -0.32 1.17 -2.50
```
Forces are in eV/Å.

Löwdin atomic charge list, values in e, 4 entries:
1 S 0.75
2 C -0.44
3 C -0.46
4 C -0.47

***

ORCA calculation (ωB97M-V/def2-TZVPD) on a single C5H10S2 molecule in a non-equilibrium geometry.

The calculation puts the gap between HOMO and LUMO at 0.3578 Ha. The LUMO energy is 0.7 eV.

```
17
Properties=species:S:1:pos:R:3:forces:R:3
S -0.0792 2.4532 -0.7901 0.09 -0.39 -0.45
S -2.2951 0.5641 -1.5702 0.66 0.27 0.10
C 0.7333 -0.4743 1.0331 1.86 2.85 -0.01
C 0.4141 -0.0587 -2.0172 0.41 1.40 -1.61
C -0.4321 -0.1542 0.5584 -0.66 1.05 -3.88
C 0.9386 -0.9744 2.4247 2.99 -0.32 0.00
C -0.4720 0.6822 -1.0606 -3.12 -1.87 3.87
H 1.5740 0.0876 0.4669 -0.76 -1.58 1.16
H 1.6332 -0.2233 3.0530 -1.66 -1.92 -1.33
H -1.3200 -0.5215 1.0452 -0.69 0.41 -0.22
H -1.3370 2.9169 -0.7145 0.10 -0.17 0.06
H -2.6543 -0.5424 -0.9001 0.25 0.04 0.01
H 0.5497 -1.0836 -1.6358 0.41 0.57 -0.44
H 1.4341 -1.9704 2.2762 0.29 0.85 0.68
H 1.3154 0.6458 -1.9957 -0.38 -1.85 -0.58
H -0.0469 -0.0879 -3.1041 1.06 0.21 2.22
H 0.0442 -1.2592 2.9306 -0.86 0.45 0.41
```
Forces are in eV/Å.

Löwdin atomic charge list, values in e, 4 entries:
1 S 0.69
2 S 0.66
3 C -0.26
4 C -0.21

***

ORCA calculation (ωB97M-V/def2-TZVPD) on a single C5H10Si molecule in a non-equilibrium geometry.

The calculation puts the gap between HOMO and LUMO at 0.3654 Ha. The LUMO energy is 0.8 eV.

```
16
Properties=species:S:1:pos:R:3:forces:R:3
Si -0.6409 0.1218 -0.6127 -0.04 0.32 0.09
C 2.0515 0.6297 -0.2241 -0.62 2.93 0.88
C -2.3567 -0.1670 0.1174 1.64 0.87 1.00
C 0.5640 -1.1217 0.1653 -0.90 -3.68 -1.48
C 0.0902 1.5934 0.2878 3.35 -2.28 -2.69
C 1.9442 -0.6581 -0.1037 0.28 -2.03 -1.02
H 0.5093 -2.2509 -0.2139 -0.41 2.21 0.91
H -2.8696 -0.9301 -0.3385 -1.34 -1.88 -1.23
H 2.9932 1.1936 -0.3268 -0.79 0.04 -0.13
H 0.2830 -1.1144 1.2115 0.19 -0.21 0.46
H 2.7201 -1.4769 -0.4227 -1.11 1.92 0.93
H -0.5949 0.1006 -2.1514 0.04 0.22 1.01
H 0.1722 1.4525 1.3348 -0.06 0.39 0.97
H -2.0988 -0.5325 1.1034 0.12 -0.35 0.48
H -3.0395 0.6227 0.3524 -0.20 0.87 -0.44
H 0.2724 2.5372 -0.1787 -0.14 0.65 0.26
```
Forces are in eV/Å.

Löwdin atomic charge list, values in e, 4 entries:
1 Si 0.55
2 C -0.02
3 C -0.21
4 C -0.34

***

ORCA calculation (ωB97M-V/def2-TZVPD) on a molecular structure, C5H11AgCl4NiO5P in a non-equilibrium geometry.

The calculation puts the gap between HOMO and LUMO (alpha / beta) at 0.2876 / 0.2553 Ha. The spin multiplicity is 4. The LUMO energy (alpha / beta) is -1.9 / -2.7 eV.

```
28
Properties=species:S:1:pos:R:3:forces:R:3
Ag 1.4187 0.3683 -2.4612 -0.10 -0.34 1.45
Ni -1.9828 -0.1626 -2.5871 4.16 -0.14 -0.46
Cl 0.4527 2.6605 -0.9570 -0.12 0.00 -0.72
Cl 1.7254 -5.6706 3.2305 -0.41 0.39 0.10
Cl -1.4593 5.3956 1.6772 -0.48 0.07 0.46
Cl 3.5148 -2.8047 3.0210 -1.11 -0.04 0.20
P -0.2689 0.3270 -4.7080 -0.21 0.79 0.31
O 1.2372 0.2335 -4.5527 -0.05 -0.77 -2.47
O -0.4084 -0.6190 -1.1754 -1.13 1.18 -2.20
O -1.0784 -0.8795 -4.1792 -1.14 -2.23 -1.31
O -0.9240 1.3103 -5.7343 0.92 -1.72 0.44
O -0.6223 1.1373 -3.4623 -1.97 3.71 3.12
C -0.3536 3.3163 0.4726 0.38 -0.09 0.53
C -0.7665 -1.0675 0.0851 -0.55 -0.22 -0.84
C -1.2191 4.5084 0.1641 0.52 0.67 -0.61
C 1.7099 -2.9728 2.7263 0.37 -0.14 -0.06
C 1.0047 -4.0481 3.5787 1.06 0.19 -0.63
H -0.2323 -2.0008 0.2633 0.09 -0.05 0.68
H 1.2314 -2.0027 2.8609 0.22 0.03 0.37
H 0.4957 3.6428 1.0727 -0.43 -0.09 0.37
H -2.1712 4.3059 -0.3264 0.08 -0.18 0.26
H -0.6656 5.2206 -0.4479 -0.05 -0.26 -0.22
H -0.0530 -4.0623 3.3156 0.10 -0.12 -0.01
H -1.8297 -1.2967 0.0136 -0.32 -0.35 0.81
H 1.1240 -3.8866 4.6501 0.02 0.12 -0.18
H -0.6353 -0.3067 0.8546 0.25 -0.07 0.37
H -0.9168 2.5155 0.9518 0.18 0.09 0.06
H 1.6731 -3.1612 1.6533 -0.24 -0.41 0.20
```
Forces are in eV/Å.

Löwdin atomic charge list, values in e, 4 entries:
1 Ag 0.76
2 Ni 0.91
3 Cl 0.61
4 Cl 0.51

***

ORCA calculation (ωB97M-V/def2-TZVPD) on a molecular structure, C5H11AgCl4O in a non-equilibrium geometry.

Its total charge is +1. The calculation puts the gap between HOMO and LUMO (alpha / beta) at 0.1713 / 0.1714 Ha. The spin multiplicity is 2. The LUMO energy (alpha / beta) is -7.5 / -7.5 eV.

```
22
Properties=species:S:1:pos:R:3:forces:R:3
Ag 3.9433 4.4460 5.2429 -0.08 -0.19 -0.08
Cl -3.8852 -1.4816 3.3836 0.12 -0.02 -0.18
Cl 2.6217 1.4871 -5.0259 0.64 -0.29 -0.36
Cl -1.6539 -3.6832 4.2300 -0.86 -0.30 -0.32
Cl -0.2321 2.2142 -6.6827 0.25 0.96 0.92
O 2.7982 1.0440 3.4032 0.24 -1.33 -1.77
C -3.4595 -2.8605 2.3133 0.62 0.24 -0.08
C -3.0793 -4.0812 3.1753 -0.41 0.64 -0.76
C 1.2110 2.2057 -4.3358 -2.15 1.07 -0.08
C 3.0761 0.3154 2.2025 0.09 0.98 0.20
C 0.4050 3.1854 -5.2702 0.78 -0.64 0.68
H 1.4513 2.6454 -3.3678 0.22 0.45 -0.26
H 2.2679 -0.2082 1.6919 -0.97 0.20 0.71
H 0.4523 1.4628 -4.0894 0.35 -0.48 -0.15
H 0.9302 4.0833 -5.5959 0.45 -0.52 -0.50
H -2.6416 -2.5719 1.6530 0.21 0.20 0.37
H -0.3804 3.6173 -4.6500 -0.55 -0.55 -0.25
H -4.3128 -2.9269 1.6384 -0.13 -0.82 0.38
H -2.7639 -4.9360 2.5769 -0.08 0.20 -0.10
H 3.7251 -0.5416 2.3827 0.42 0.05 0.69
H -3.9947 -4.3430 3.7060 0.53 -0.14 0.69
H 3.5213 0.9275 1.4182 0.30 0.27 0.25
```
Forces are in eV/Å.

Löwdin atomic charge list, values in e, 4 entries:
1 Ag 0.99
2 Cl 0.51
3 Cl 0.58
4 Cl 0.50

***

ORCA calculation (ωB97M-V/def2-TZVPD) on 2 unconnected molecules or ions with the total composition C5H11B in a non-equilibrium geometry.

The calculation puts the gap between HOMO and LUMO (alpha / beta) at 0.2042 / 0.3110 Ha. The spin multiplicity is 3. The LUMO energy (alpha / beta) is 0.7 / -1.2 eV.

```
17
Properties=species:S:1:pos:R:3:forces:R:3
C -0.2546 0.3183 -2.2788 2.25 -4.44 -1.88
C -0.9701 0.5104 0.9511 -1.25 4.37 4.37
C -0.6588 1.4353 2.2182 -2.72 1.24 0.04
C 0.2057 -1.0255 -2.3904 -1.55 3.18 0.83
C 1.2173 -1.1893 0.5447 -0.24 -2.13 2.36
B 0.0086 -0.3149 0.4283 1.02 -2.63 -1.79
H -1.9596 0.7598 0.6383 -0.74 -0.16 -0.66
H 0.3319 1.1150 -2.7470 0.00 -0.22 0.52
H -0.4473 -1.9167 -1.9937 1.68 1.86 -1.05
H -1.5672 1.7017 2.9151 1.06 -1.18 -1.22
H 0.1156 1.1067 2.8847 0.63 -0.19 -0.11
H 1.0168 -2.1635 0.0531 0.29 0.36 -0.16
H 2.0545 -0.7446 0.0732 1.17 0.32 -0.26
H -0.5176 2.5052 1.9050 0.61 -0.88 -0.22
H 1.2625 -1.0718 -2.7188 -0.84 -0.82 0.23
H 1.4330 -1.5272 1.6493 0.04 0.92 -1.74
H -1.2708 0.5011 -2.1324 -1.42 0.40 0.72
```
Forces are in eV/Å.

Löwdin atomic charge list, values in e, 4 entries:
1 C -0.07
2 C -0.03
3 C -0.11
4 C -0.08

***

ORCA calculation (ωB97M-V/def2-TZVPD) on a gas-phase ion, C5H11BN (charge +1) in a non-equilibrium geometry.

Its total charge is +1. The calculation puts the gap between HOMO and LUMO at 0.3278 Ha. The LUMO energy is -4.0 eV.

```
18
Properties=species:S:1:pos:R:3:forces:R:3
N -1.1696 0.2424 -0.3582 -2.00 1.79 -0.77
C 1.0996 1.2314 -0.0428 -2.13 -0.74 -0.34
C 1.8083 -0.0105 0.3152 2.93 -1.35 -0.97
C -1.3073 0.0672 1.1147 -1.82 -1.88 0.27
C -0.8827 -0.9783 -1.1079 3.53 -2.00 3.47
C -0.1746 1.3562 -0.4137 1.69 -2.83 0.40
B 1.2454 -1.3499 -0.0463 -3.47 1.32 -2.27
H 2.3362 -0.2111 1.3107 -0.42 1.21 -1.11
H -1.5025 1.0400 1.5653 0.93 -0.22 0.27
H 2.7006 -0.0859 -0.5318 -1.45 0.02 1.97
H -2.0757 0.6392 -0.7827 1.40 -0.44 1.10
H -0.6216 2.2528 -0.5831 -1.03 2.44 -0.82
H -0.4929 -0.6317 1.3451 0.29 1.17 0.68
H -0.5423 -0.8602 -2.1049 -0.38 0.22 -0.80
H -1.4600 -1.8513 -0.7289 0.22 0.96 -0.83
H -2.1681 -0.5540 1.4296 -0.05 0.26 -0.83
H 1.5923 -2.4149 -0.1702 0.52 -1.37 0.27
H 1.6148 2.1184 -0.2101 1.23 1.43 0.31
```
Forces are in eV/Å.

Löwdin atomic charge list, values in e, 4 entries:
1 N -0.22
2 C -0.07
3 C -0.17
4 C 0.00

***

ORCA calculation (ωB97M-V/def2-TZVPD) on a single C5H11BO2 molecule in a non-equilibrium geometry.

The calculation puts the gap between HOMO and LUMO at 0.3779 Ha. The LUMO energy is 0.1 eV.

```
19
Properties=species:S:1:pos:R:3:forces:R:3
O 1.4065 -1.3378 -0.2735 0.29 0.07 0.04
O 2.5698 0.6561 0.1662 -2.83 0.60 0.44
C 0.1515 2.0626 0.2916 -0.59 1.04 -1.23
C -0.6710 -1.3785 1.1217 4.16 -0.90 -0.85
C -0.5407 -0.4471 -1.3136 1.02 1.40 1.47
C 0.2315 -0.6205 0.0426 -1.36 0.45 -0.72
C 0.5905 0.7163 0.7137 3.07 0.25 0.58
B 2.5891 -0.5634 -0.3552 -0.18 -1.35 1.83
H 0.5054 2.8621 0.9834 -0.03 -0.73 -0.59
H 0.6611 0.7417 1.8565 0.41 -0.71 -1.74
H -0.5808 -1.2846 -1.8881 -0.20 -3.69 -0.56
H 0.4671 2.2931 -0.7671 -0.37 -0.22 1.14
H -0.0014 0.0498 -2.1181 0.07 1.57 0.61
H -1.5660 -0.1970 -1.1660 -0.65 0.98 -0.05
H 3.5889 -1.2654 -0.5115 -0.50 0.79 -0.53
H -0.9754 2.1304 0.3171 0.91 -0.28 -0.04
H -0.3695 -0.9165 2.0728 -0.39 -0.91 0.03
H -0.3324 -2.4660 1.0103 -0.76 1.44 0.57
H -1.6823 -1.2571 0.9518 -2.08 0.20 -0.40
```
Forces are in eV/Å.

Löwdin atomic charge list, values in e, 4 entries:
1 O 0.02
2 O 0.06
3 C -0.08
4 C 0.02

***

ORCA calculation (ωB97M-V/def2-TZVPD) on 2 unconnected molecules or ions with the total composition C5H11Br2 in a non-equilibrium geometry.

The calculation puts the gap between HOMO and LUMO (alpha / beta) at 0.3465 / 0.2986 Ha. The spin multiplicity is 2. The LUMO energy (alpha / beta) is 0.6 / -2.1 eV.

```
18
Properties=species:S:1:pos:R:3:forces:R:3
Br 3.0236 0.9050 0.7156 -0.79 -1.05 0.09
Br -2.6240 -0.3666 -0.4823 0.77 0.19 0.65
C -0.9335 -0.0975 0.6849 0.29 -0.12 0.87
C 0.3283 -1.7862 -0.6245 0.19 -0.42 0.39
C -1.0857 1.2282 1.4706 -0.34 -0.71 0.14
C 0.2472 -0.3420 -0.2145 -1.01 0.28 -1.69
C 0.5893 0.6295 -1.3223 0.11 0.72 -0.32
H 1.7572 -0.0823 0.4264 0.69 0.99 0.42
H 1.0616 -1.9494 -1.4257 0.06 -0.07 0.58
H 1.2895 0.1553 -2.0286 -0.12 0.33 0.38
H -0.3937 1.1870 2.3552 -0.56 0.25 -0.89
H -0.8841 2.0865 0.8261 0.16 -0.05 0.18
H -0.2370 1.0274 -1.9277 -0.40 -0.64 0.28
H -0.9123 -0.9549 1.3947 -0.65 0.57 -0.45
H -2.1437 1.3282 1.8299 1.05 -0.17 -0.19
H -0.6360 -2.1454 -1.0323 0.26 0.32 0.24
H 1.0318 1.5535 -0.9373 0.15 -0.26 -0.02
H 0.5216 -2.3763 0.2918 0.15 -0.14 -0.65
```
Forces are in eV/Å.

Löwdin atomic charge list, values in e, 4 entries:
1 Br 0.26
2 Br 0.61
3 C -0.61
4 C -0.11

***

ORCA calculation (ωB97M-V/def2-TZVPD) on 2 unconnected molecules or ions with the total composition C5H11BrN in a non-equilibrium geometry.

Its total charge is +1. The calculation puts the gap between HOMO and LUMO (alpha / beta) at 0.2684 / 0.2757 Ha. The LUMO energy (alpha / beta) is -6.5 / -6.6 eV.

```
18
Properties=species:S:1:pos:R:3:forces:R:3
Br 3.8339 -1.1968 0.3204 -0.01 0.07 0.21
N 0.4674 -0.6174 -0.0398 1.67 -0.98 1.36
C 2.5268 -0.4552 1.2541 -1.22 -0.13 -1.09
C 0.8865 -0.3694 -1.3308 0.40 0.56 -1.30
C -0.7949 -0.2390 2.0071 -0.01 -0.04 -0.16
C 0.6505 0.9924 -1.9612 -0.04 0.11 0.19
C -0.4130 0.2255 0.6156 -0.96 1.08 0.72
H 1.1788 1.7713 -1.4068 0.01 0.01 -0.04
H 0.0813 -0.2763 2.6469 0.10 0.04 0.13
H -1.5156 0.4459 2.4457 0.00 0.04 0.04
H 2.6328 -0.4946 2.3381 0.08 -0.08 0.13
H -0.4096 1.2535 -1.9806 0.07 -0.03 -0.05
H 1.9492 -0.6646 -1.4041 -0.17 -0.08 0.00
H -1.2380 -1.2302 1.9760 -0.02 -0.09 -0.01
H -0.0800 1.2806 0.6210 0.02 -0.23 -0.17
H -1.3214 0.2748 -0.0205 0.15 -0.12 -0.10
H 0.4121 -1.1616 -1.9386 -0.06 -0.13 0.13
H 1.0212 0.9909 -2.9844 -0.01 0.00 0.02
```
Forces are in eV/Å.

Löwdin atomic charge list, values in e, 4 entries:
1 Br 0.96
2 N 0.08
3 C -0.34
4 C -0.32

***

ORCA calculation (ωB97M-V/def2-TZVPD) on 2 unconnected molecules or ions with the total composition C5H11BrN3O in a non-equilibrium geometry.

Its total charge is +1. The calculation puts the gap between HOMO and LUMO (alpha / beta) at 0.3427 / 0.2931 Ha. The spin multiplicity is 3. The LUMO energy (alpha / beta) is -3.6 / -5.2 eV.

```
21
Properties=species:S:1:pos:R:3:forces:R:3
Br 1.4018 1.4668 0.2129 0.80 -0.01 -0.07
O 2.1987 -3.5705 -0.0690 0.64 -0.46 0.01
N -1.7500 -0.5946 -0.3095 -0.36 -2.27 -0.52
N -1.7221 0.7173 -0.1049 0.56 2.71 1.15
N 1.9206 -1.2732 -0.0555 -0.33 -0.02 0.28
C 0.9952 -0.3852 0.1073 -1.35 -0.74 0.02
C 3.3123 -1.0320 -0.2105 3.15 1.52 1.02
C -2.4605 1.6171 -1.0562 -3.35 -2.53 0.19
C 1.4561 -2.6641 -0.1055 -1.07 0.41 -0.09
C -1.9859 1.0981 1.3182 -3.39 -2.40 0.78
H -2.0681 2.1311 1.4291 -0.39 1.75 -0.33
H -3.6402 1.5648 -0.8235 3.01 0.44 -0.62
H -2.2049 1.3522 -2.0643 -0.35 -0.82 -0.50
H -1.2814 0.7867 2.0435 1.23 -0.85 0.03
H -1.9409 2.4894 -0.9545 0.44 2.97 0.75
H 3.7258 -0.4281 0.6551 -0.71 -0.91 -0.43
H 0.3579 -2.7090 -0.1963 0.20 0.08 0.12
H 3.3989 -0.2601 -0.9841 0.38 -0.76 -0.49
H -2.9578 0.5609 1.5673 1.05 1.03 -0.08
H 4.0111 -1.9237 -0.2815 -1.49 0.95 -0.38
H -0.7667 1.0561 -0.1180 1.35 -0.08 -0.83
```
Forces are in eV/Å.

Löwdin atomic charge list, values in e, 4 entries:
1 Br 0.81
2 O 0.16
3 N 0.31
4 N -0.39

***

ORCA calculation (ωB97M-V/def2-TZVPD) on a gas-phase ion, C5H11BrN3O2 (charge +1) in a non-equilibrium geometry.

Its total charge is +1. The calculation puts the gap between HOMO and LUMO at 0.2771 Ha. The LUMO energy is -5.2 eV.

```
22
Properties=species:S:1:pos:R:3:forces:R:3
Br -0.7496 -4.1010 -0.6040 -0.74 1.58 -1.08
O 1.4166 -2.3235 0.1118 0.06 0.87 0.21
O 0.0026 1.6029 0.4206 -1.37 -1.15 -0.35
N 0.4728 -0.7790 1.4791 4.08 -1.91 2.67
N -0.4383 -0.2366 2.3750 -0.50 0.17 0.69
N -0.4488 -1.3050 -0.6761 -0.63 -0.92 -0.67
C -0.9044 1.1925 -0.6612 0.59 0.14 1.65
C 1.2300 2.2333 0.1453 -0.53 3.06 1.94
C -0.9403 -2.3378 -1.2981 0.43 -0.02 0.31
C -0.3895 -0.0477 -1.4403 -0.24 1.17 1.47
C 0.5593 -1.5039 0.3714 -0.04 -0.66 0.70
H 0.0446 0.5192 2.9233 -0.97 -0.69 -1.31
H 1.5309 2.8043 1.1421 -0.77 -1.12 -1.98
H -1.8960 0.8943 -0.1771 1.28 0.76 -0.52
H -1.2429 0.0472 1.8636 -0.62 0.88 0.11
H 0.6457 0.0710 -1.6415 1.00 0.28 -0.62
H -0.9410 -0.2914 -2.3074 -0.52 0.61 -1.19
H 2.0526 1.6030 -0.0337 0.86 -1.20 -0.67
H 1.1187 3.0310 -0.6167 0.17 -0.51 0.14
H -0.9929 2.1312 -1.2139 -0.46 -0.65 -0.85
H -1.3637 -2.0454 -2.3067 0.04 -1.33 1.26
H 1.2335 -1.1587 2.1444 -1.12 0.66 -1.90
```
Forces are in eV/Å.

Löwdin atomic charge list, values in e, 4 entries:
1 Br 0.95
2 O 0.05
3 O -0.27
4 N 0.02

***

| no. | DFT total energy (hartree) |
| --- | --- |
| 1 | -594.47268 |
| 2 | -992.77883 |
| 3 | -485.87083 |
| 4 | -4410.63333 |
| 5 | -2259.64428 |
| 6 | -221.71121 |
| 7 | -276.29434 |
| 8 | -372.42341 |
| 9 | -5345.06524 |
| 10 | -2825.39637 |
| 11 | -3010.13692 |
| 12 | -3085.49139 |